Record 1
# C15H37CuN2O5

C15H37CuN2O5 as an isolated structure in a non-equilibrium geometry (the ωB97M-V functional and the def2-TZVPD basis, OMol25).

Computed properties:
multiplicity	1
E	-2719.7628	Eh
relative energy (zero: lowest compared OMol25 entry of this formula, charge and spin)	0.0	kcal per mole
LUMO	0.6	eV
net charge	0

Atoms and positions in Å:
Cu: -0.02 -0.48 0.45
C: 4.12 -1.50 -0.83
C: 3.66 -0.39 0.13
C: 4.14 0.98 -0.38
O: 2.32 -0.44 0.45
H: 3.52 -1.53 -1.74
H: 4.10 -2.51 -0.42
H: 5.15 -1.29 -1.16
H: 4.24 -0.46 1.07
H: 3.94 1.82 0.28
H: 3.66 1.23 -1.34
H: 5.21 0.85 -0.58
C: 0.52 0.17 3.53
O: -0.62 -0.36 2.84
C: -0.97 -1.71 3.15
C: -1.86 -2.25 2.05
N: -1.02 -2.48 0.86
C: -1.84 -2.64 -0.35
C: -0.97 -2.93 -1.57
O: -0.20 -1.74 -1.66
C: 0.77 -1.75 -2.72
H: 1.42 -0.31 3.14
H: 0.50 0.01 4.61
H: 0.58 1.19 3.15
H: -1.53 -1.73 4.09
H: -0.07 -2.33 3.25
H: -2.56 -1.44 1.84
H: -2.46 -3.12 2.34
H: -0.54 -3.37 0.94
H: -2.45 -1.75 -0.46
H: -2.55 -3.47 -0.26
H: -1.52 -3.16 -2.48
H: -0.32 -3.77 -1.27
H: 0.22 -2.03 -3.63
H: 1.61 -2.40 -2.46
H: 1.20 -0.76 -2.84
C: 1.12 3.17 -3.56
O: 0.45 3.18 -2.32
C: 1.14 2.41 -1.33
C: 0.38 2.50 -0.01
N: -0.92 1.84 -0.10
C: -1.76 2.20 1.04
C: -3.23 1.77 0.88
O: -3.33 0.37 0.71
C: -4.67 -0.03 0.59
H: 1.41 2.15 -3.86
H: 2.04 3.76 -3.51
H: 0.43 3.57 -4.30
H: 2.17 2.76 -1.24
H: 1.18 1.37 -1.66
H: 0.25 3.56 0.22
H: 1.03 2.12 0.78
H: -1.37 2.23 -0.92
H: -1.81 3.29 1.13
H: -1.38 1.78 1.97
H: -3.69 2.38 0.09
H: -3.78 2.15 1.74
H: -4.65 -1.10 0.33
H: -5.17 0.47 -0.24
H: -5.25 -0.02 1.52

Löwdin atomic charge list, values in e, 2 entries: number 1, Cu, carries 0.379; number 2, C, carries -0.078

Record 2
# C10H20N2O4

One molecule with the formula C10H20N2O4 in a non-equilibrium geometry (the ωB97M-V functional and the def2-TZVPD basis, OMol25).

Computed properties:
multiplicity	1
E	-803.3697	Eh
relative energy (zero: lowest compared OMol25 entry of this formula, charge and spin)	129.6	kcal per mole
LUMO	0.1	eV
net charge	0

Atoms and positions in Å:
C: 2.95 1.71 -0.91
C: 1.54 1.75 -0.37
C: 1.35 0.76 0.67
C: 2.10 0.78 1.99
C: 1.08 -0.70 -0.01
N: 0.23 -1.45 0.85
C: -1.10 -1.03 1.04
O: -1.54 -0.62 2.14
C: -1.72 -0.46 -0.21
N: -1.69 -1.71 -1.11
C: -3.03 0.31 0.02
C: -3.41 0.97 -1.28
O: -3.96 -0.48 0.55
C: 2.28 -1.65 -0.35
O: 3.47 -1.32 -0.18
O: 1.96 -2.93 -0.67
H: 3.77 1.68 -0.09
H: 3.13 2.67 -1.53
H: 2.99 1.09 -1.81
H: 0.94 1.62 -1.19
H: 1.17 2.68 0.13
H: 0.24 0.83 1.12
H: 3.03 1.34 1.84
H: 1.41 0.84 2.76
H: 2.47 -0.21 2.23
H: 0.72 -0.68 -0.96
H: 0.44 -2.20 1.42
H: -1.09 0.51 -0.66
H: -2.68 -1.91 -1.44
H: -1.39 -2.58 -0.60
H: -2.58 0.93 0.68
H: -2.64 1.65 -1.56
H: -4.34 1.43 -1.19
H: -3.44 0.18 -2.08
H: -3.65 -0.71 1.49
H: 0.98 -3.09 -0.74

Löwdin atomic charge list, values in e, 2 entries: number 1, C, carries -0.096; number 2, C, carries -0.272